Entry 1:
Computed, not measured: a molecular structure, C38H47N11OS2Zr in a non-equilibrium geometry, with ωB97M-V/def2-TZVPD.

The LUMO energy comes out at -0.1920 hartree. As for the energy above the lowest of the compared OMol25 structures with the same formula, charge and spin: 0.000 eV. The charge is +2. The gap between HOMO and LUMO comes out at 5.686 eV. For the largest force on an atom, the calculation gives 1.36 eV Å⁻¹. For the total energy, the calculation gives -81548.6316 eV.

Structure (XYZ):
```
100
Properties=species:S:1:pos:R:3:forces:R:3:mulliken_charge:R:1
Zr 0.156 0.026 0.156 -0.5 1.2 -0.5 0.0426
C 3.254 -1.536 2.874 0.0 0.1 -0.2 -2.5181
C 2.336 -0.653 2.070 0.4 0.3 0.4 0.6369
N 1.572 -1.237 1.035 0.1 0.5 0.2 1.4603
N 2.363 -2.112 0.287 0.2 -0.3 0.1 -0.5567
C 2.971 -1.651 -0.808 -0.1 0.0 0.0 0.5835
N 3.926 -2.385 -1.388 0.0 0.0 0.1 -0.4264
S 2.431 -0.207 -1.502 -0.2 0.2 0.1 -0.4919
C 2.149 0.675 2.295 -0.1 -0.6 0.0 0.4814
C 2.877 1.414 3.291 0.0 0.4 0.2 -1.4918
C 2.677 2.737 3.452 0.2 -0.3 0.1 -0.6688
C 1.705 3.394 2.636 -0.3 -0.1 -0.3 -1.2754
C 1.008 2.672 1.730 -0.1 0.7 0.3 -0.0590
N 1.167 1.322 1.511 0.1 -0.9 0.1 0.7869
H 4.291 -1.513 2.527 0.0 0.0 0.0 0.2936
H 2.905 -2.570 2.829 0.0 0.0 0.2 0.4836
H 3.258 -1.244 3.924 0.0 -0.1 0.0 0.6325
H 2.762 -2.901 0.780 -0.1 -0.1 0.0 0.3676
H 4.396 -3.132 -0.902 0.0 0.0 0.0 0.2063
H 4.351 -2.026 -2.226 0.0 0.0 0.0 0.2630
H 3.612 0.890 3.886 0.0 0.0 0.0 0.4303
H 3.237 3.302 4.185 0.0 0.0 0.0 0.4773
H 1.518 4.453 2.735 0.0 0.0 0.0 0.5190
H 0.261 3.175 1.136 0.0 -0.1 0.0 0.2935
N -1.780 0.297 -3.774 0.2 -0.1 0.1 0.0901
C -2.646 1.276 -3.368 -0.1 0.1 0.0 -1.3809
C -2.587 1.283 -2.011 -0.1 0.1 0.2 -0.5184
N -1.692 0.340 -1.569 0.3 -0.3 -0.5 1.0875
C -1.232 -0.250 -2.668 -0.4 0.5 -0.1 -0.5040
C -0.450 -1.448 -2.571 0.1 -0.6 0.1 -1.0219
N -0.082 -1.909 -1.382 -0.3 0.2 -0.4 2.3487
C 0.462 -3.145 -1.620 0.0 -0.2 0.0 -0.7479
C 0.426 -3.421 -2.951 0.1 -0.1 0.0 -1.5057
N -0.162 -2.334 -3.544 0.0 0.3 0.1 0.0659
H -1.572 0.065 -4.731 0.0 0.0 0.0 0.1950
H -3.219 1.864 -4.064 0.0 0.0 0.0 0.4480
H -3.166 1.882 -1.331 0.1 0.1 0.0 0.4771
H 0.821 -3.767 -0.823 0.0 0.0 0.1 0.6501
H 0.744 -4.280 -3.514 0.0 0.0 0.0 0.4988
H -0.322 -2.221 -4.531 0.0 -0.1 0.0 0.1931
S 0.167 6.324 -3.339 0.2 0.1 -0.1 -0.1561
C 0.276 4.783 -2.519 0.1 -0.2 0.0 0.6930
C -0.744 4.409 -1.640 0.0 0.2 -0.1 -1.1978
C -0.676 3.195 -0.998 0.0 0.0 0.0 -0.4415
N 0.293 2.281 -1.187 0.0 0.0 0.1 1.0683
C 1.263 2.654 -2.036 0.1 0.0 0.0 -1.1026
C 1.311 3.866 -2.692 -0.1 0.1 0.1 -1.0805
C 1.900 6.646 -3.690 -0.4 0.0 0.2 0.0631
C 2.643 7.314 -2.729 0.1 0.0 -0.1 -0.0405
C 3.998 7.501 -2.976 -0.1 0.0 0.0 -0.3834
N 4.598 7.077 -4.082 0.2 0.1 0.0 -0.5404
C 3.862 6.484 -5.013 -0.1 0.0 0.0 -0.3052
C 2.499 6.245 -4.873 0.1 0.0 0.0 -0.1177
H -1.569 5.081 -1.444 0.0 0.0 0.1 0.5041
H -1.430 2.945 -0.264 0.0 0.0 -0.1 0.6023
H 2.065 1.958 -2.216 0.0 0.0 0.1 0.2625
H 2.153 4.085 -3.331 0.0 0.0 0.0 0.5205
H 2.181 7.683 -1.824 0.0 0.0 0.0 0.4120
H 4.626 8.007 -2.252 0.0 0.0 0.0 0.3720
H 4.387 6.181 -5.912 0.0 0.0 0.0 0.3765
H 1.933 5.774 -5.665 0.0 0.0 0.0 0.4294
C -2.747 -0.772 2.009 0.0 0.4 0.0 -0.4274
C -2.948 0.676 1.596 -0.2 -0.4 -0.1 -1.2878
O -1.676 1.303 1.364 0.2 0.0 -0.2 -0.3186
H -3.698 -1.306 1.934 0.0 -0.1 -0.1 0.4659
H -2.417 -0.836 3.037 -0.1 0.0 -0.1 0.1055
H -2.150 -1.339 0.190 0.0 -0.2 0.1 -0.6659
H -3.518 1.219 2.348 0.0 0.1 0.0 0.6690
H -3.492 0.720 0.651 0.0 0.1 0.0 0.1447
H -1.375 1.719 2.182 0.2 0.0 0.0 0.2876
C -1.779 -2.919 4.727 0.1 -0.1 0.1 -1.6326
C -0.577 -2.419 3.901 -0.2 0.1 0.0 0.0042
C -0.455 -0.889 4.040 0.3 -0.2 0.1 -1.8089
C -0.662 -3.125 2.540 -0.1 0.1 0.0 0.4471
C -0.135 -4.413 2.573 0.0 0.1 0.0 -0.5720
C -0.403 -5.348 1.589 -0.1 0.0 -0.1 -1.4634
C -1.313 -5.026 0.607 0.2 0.0 -0.1 -0.2775
C -1.860 -3.743 0.504 0.1 0.1 -0.1 0.4369
C -2.982 -3.667 -0.541 -0.2 0.0 0.1 0.5337
C -3.532 -2.329 -1.044 0.1 -0.2 -0.1 -2.2354
C -4.172 -4.476 0.011 0.0 0.0 -0.1 -1.5536
C -1.417 -2.756 1.399 -0.1 -0.2 0.1 0.1856
N -1.730 -1.352 1.116 0.2 -0.5 0.0 2.3025
H -1.704 -2.542 5.748 0.0 0.0 0.0 0.4476
H -1.799 -4.008 4.763 0.0 0.0 0.0 0.4322
H -2.730 -2.583 4.310 0.0 0.0 0.0 0.2716
H 0.304 -2.846 4.382 0.0 0.0 -0.1 0.8439
H -1.299 -0.489 4.606 0.0 0.1 -0.1 0.6246
H -0.379 -0.381 3.085 0.1 0.2 -0.1 0.4840
H 0.434 -0.643 4.613 0.1 0.1 0.0 0.3054
H 0.459 -4.703 3.433 0.0 0.0 0.0 0.5165
H 0.037 -6.336 1.632 0.0 0.0 0.0 0.4866
H -1.604 -5.776 -0.118 0.0 0.0 0.0 0.5372
H -2.609 -4.199 -1.423 0.0 0.0 0.0 0.2868
H -4.093 -1.797 -0.273 0.0 0.1 0.0 0.0505
H -4.245 -2.537 -1.842 0.0 0.0 0.0 0.5834
H -2.768 -1.680 -1.471 -0.2 -0.1 0.1 0.7747
H -4.533 -4.037 0.944 0.0 0.0 0.0 0.3715
H -3.903 -5.511 0.210 0.0 0.0 0.0 0.4192
H -4.991 -4.470 -0.709 0.0 0.0 0.0 0.4406
```
Forces are in eV/Å.

***

Entry 2:
Computed, not measured: a molecular structure, C18H58N4O11 in a non-equilibrium geometry, with ωB97M-V/def2-TZVPD.

The LUMO energy comes out at 0.0000 hartree. As for the energy above the lowest of the compared OMol25 structures with the same formula, charge and spin: 15.710 eV. The gap between HOMO and LUMO comes out at 8.511 eV. For the largest force on an atom, the calculation gives 14.02 eV Å⁻¹. For the total energy, the calculation gives -48073.4342 eV.

Structure (XYZ):
```
91
Properties=species:S:1:pos:R:3:forces:R:3:mulliken_charge:R:1
N -3.866 -0.060 2.343 0.1 -8.8 4.6 -0.0306
H -3.152 0.319 1.950 6.3 3.2 -3.9 -0.4498
H -4.539 0.556 2.400 -4.9 3.8 0.6 0.3521
H -3.481 -0.392 3.269 -0.5 1.3 -0.4 0.4252
H -4.066 -0.991 1.955 -0.4 0.5 -1.2 0.4107
C -0.301 0.365 0.600 -3.0 -0.3 -0.2 -1.2571
O -0.901 1.167 1.351 0.0 0.3 0.0 0.7179
O 0.984 0.509 0.420 -0.5 2.4 0.1 0.9098
O -0.924 -0.535 -0.024 1.4 0.0 0.3 -0.6009
H 1.452 1.148 1.098 -2.7 -0.9 -1.6 0.1290
C 1.166 1.466 -4.214 -0.1 1.2 3.9 -1.2184
C 0.403 0.369 -3.425 -0.9 0.8 0.8 0.3006
C 1.468 -0.423 -2.660 -1.3 0.3 2.3 1.2879
O 2.205 -1.080 -3.517 3.4 -5.0 -3.8 -0.5484
C 3.246 -2.016 -2.991 -4.1 -0.6 0.4 -0.6424
N -0.388 1.099 -2.410 -1.5 0.2 1.5 -0.3378
H 1.996 1.097 -4.660 2.4 -1.4 -1.8 0.4146
H 1.644 2.185 -3.435 -0.6 -1.4 -0.4 0.0640
H 0.770 2.249 -4.775 -1.9 0.5 -1.5 0.4303
H -0.291 -0.326 -4.033 1.2 1.2 0.8 0.0355
H 1.025 -1.152 -1.888 0.2 1.3 -0.6 -0.4215
H 2.205 0.276 -2.250 -0.7 0.7 1.4 -0.3189
H 3.845 -2.326 -3.825 -0.3 -0.8 -0.5 0.3382
H 2.768 -2.863 -2.237 1.2 2.0 -2.2 0.1351
H 3.866 -1.399 -2.468 1.9 1.5 2.1 0.2873
H 0.252 1.643 -1.779 -0.8 -0.9 -1.0 -0.0712
H -1.068 0.548 -1.774 2.0 0.8 -1.8 0.2256
C -4.267 -3.989 -1.312 1.0 -1.1 -2.2 -1.7168
C -3.109 -3.039 -1.322 3.4 -3.2 2.4 0.9923
C -2.536 -2.553 -2.652 -5.6 -1.0 -2.8 0.4421
O -2.318 -3.519 -3.629 -0.8 -2.1 2.1 -0.3836
C -1.571 -3.143 -4.768 -8.4 -4.1 -1.0 -0.9420
N -3.292 -1.896 -0.462 -1.9 0.6 0.2 -0.2251
H -5.035 -3.350 -1.592 -2.4 0.6 -0.7 0.5035
H -4.536 -4.520 -0.424 0.3 0.2 0.9 0.3794
H -4.103 -4.785 -2.102 -0.3 1.0 0.7 0.2765
H -2.182 -3.821 -0.692 -2.1 2.7 -2.1 -0.0629
H -1.738 -2.080 -2.397 5.7 2.9 1.5 -0.5803
H -3.157 -1.656 -3.170 0.4 -1.7 1.2 0.2001
H -1.879 -3.988 -5.460 1.2 1.4 0.2 0.2384
H -0.688 -3.040 -4.495 8.5 0.8 1.6 0.3462
H -2.071 -2.283 -4.943 -0.8 3.3 -2.2 0.4406
H -3.827 -1.148 -0.928 -0.7 -0.8 -0.2 0.4596
H -2.462 -1.378 -0.426 2.0 0.3 0.7 0.3138
C -0.872 -0.348 4.357 -0.3 -1.3 -2.2 -1.6921
C -0.824 1.118 4.590 1.2 0.9 2.0 0.5128
C 0.653 1.642 4.294 -2.9 1.0 -1.5 0.0023
O 1.501 1.262 5.321 3.1 -1.0 -0.9 -0.4283
C 2.859 1.279 4.773 -3.8 -3.3 -4.6 -0.8152
N -1.844 1.715 3.815 -1.1 0.5 -2.5 -0.5448
H -1.556 -0.881 4.934 -1.8 -0.6 1.1 0.4423
H -0.030 -0.942 4.491 2.4 -0.3 1.1 0.4506
H -0.993 -0.739 3.293 -0.5 1.3 0.6 0.1795
H -1.194 1.461 5.645 1.5 -1.2 -1.2 0.4228
H 0.617 2.748 4.266 0.0 -0.2 -0.1 0.3115
H 0.833 1.358 3.162 0.4 -0.1 2.3 0.0963
H 3.678 1.174 5.283 3.7 0.3 4.8 0.6140
H 2.982 2.052 4.080 0.0 1.7 -0.8 0.4086
H 3.188 0.318 4.076 -2.0 1.6 1.2 0.0393
H -1.618 1.659 2.807 -0.1 -0.5 0.9 0.0600
H -1.809 2.699 3.919 -0.3 1.3 0.7 0.3051
C 3.025 -0.507 0.749 0.5 0.0 0.5 -0.1266
O 3.654 -1.085 1.891 0.6 0.7 -0.7 -0.6516
H 2.415 -1.200 0.206 -0.8 -0.8 0.9 -0.4113
H 3.562 -0.212 -0.121 2.1 0.3 -0.3 0.3523
H 2.412 0.365 0.973 3.1 -1.7 0.9 0.0096
H 4.264 -0.410 2.243 -0.3 -0.6 -0.2 0.3501
C 4.393 2.417 -0.952 -1.8 -1.3 -0.8 -0.8649
O 5.470 1.851 -1.599 -3.6 -6.0 0.5 -0.5003
H 3.913 3.028 -1.715 -1.0 0.1 0.5 0.2643
H 4.702 2.989 -0.165 0.9 2.1 2.1 0.5739
H 3.736 1.640 -0.417 0.8 1.0 -1.6 0.1918
H 6.122 2.410 -1.726 4.8 4.4 -0.8 0.2561
C -3.232 3.319 -0.323 -0.2 1.3 -1.0 -0.5829
O -3.281 1.990 0.056 -12.3 5.2 0.5 -0.5170
H -2.183 3.615 -0.779 -2.3 -0.4 0.8 0.1682
H -3.387 3.729 0.692 0.1 1.5 -1.1 0.3196
H -4.180 3.560 -1.078 2.7 -0.4 1.9 0.1695
H -2.622 1.526 0.024 11.9 -7.3 -0.9 0.1474
C 0.785 -3.498 0.577 2.8 -2.7 -5.0 -0.2416
O -0.206 -2.883 1.210 -1.7 2.4 1.0 -0.5947
H 1.346 -4.414 0.877 -1.5 0.2 1.4 0.3713
H 1.708 -2.930 0.357 -0.6 0.7 0.0 -0.0261
H 0.389 -3.851 -0.474 0.8 0.5 1.3 0.0883
H -0.404 -2.078 0.609 0.0 -1.2 1.4 0.1246
C 0.952 3.842 0.399 0.4 2.0 -2.0 -0.1485
O 0.162 3.526 1.470 -0.4 -0.6 0.9 -0.5495
H 1.941 3.370 0.369 0.3 0.0 0.5 -0.0885
H 1.160 5.043 0.511 -0.6 -2.9 -1.1 0.2931
H 0.496 3.407 -0.606 0.5 1.7 1.5 0.0704
H -0.198 2.613 1.344 -0.1 0.4 0.3 -0.0605
```
Forces are in eV/Å.